(1)
A cluster of 2 separate species, CH3ClF2Si in total, computed with the ωB97M-V functional and the def2-TZVPD basis.

Structure (XYZ):
```
8
CH3ClF2Si the ωB97M-V functional and the def2-TZVPD basis
C -3.15 1.18 -0.62
F -2.57 2.27 -1.03
F -2.67 0.24 -1.38
Si 1.80 -0.80 0.57
Cl 0.22 0.18 1.17
H 2.07 -0.48 -0.84
H 1.42 -2.22 0.57
H 2.89 -0.37 1.55
```

* charge: 0
* largest force on an atom: 2.6 eV Å⁻¹
* E_LUMO: 0.18 eV
* energy relative to the best compared isomer or geometry (same formula, charge and spin): 12.75 kcal/mol
* multiplicity: 1
* Kohn-Sham gap: 11.4 eV

(2)
A structure of composition C5H7O5Sn, computed with the ωB97M-V functional and the def2-TZVPD basis.

Structure (XYZ):
```
18
C5H7O5Sn the ωB97M-V functional and the def2-TZVPD basis
O -0.69 -3.01 0.01
C -1.19 -2.82 1.10
O -2.09 -3.07 1.81
O 1.27 -0.94 -2.17
C 1.13 0.34 -2.50
C 0.90 1.32 -1.41
O -0.03 0.71 -0.48
C -0.05 1.20 0.86
C -0.77 0.15 1.69
O -0.25 -1.12 1.40
Sn 0.38 -1.29 -0.48
H 1.15 0.65 -3.55
H 0.49 2.27 -1.78
H 1.82 1.54 -0.83
H -0.55 2.17 0.90
H 0.99 1.32 1.21
H -1.85 0.18 1.46
H -0.65 0.40 2.76
```

* charge: 0
* largest force on an atom: 4.9 eV Å⁻¹
* expectation value of S²: 0.75
* E_LUMO (spin up / spin down): 0.17 / 0.15 eV
* multiplicity: 2
* Kohn-Sham gap (spin up / spin down): 6.5 / 6.5 eV

(3)
A cluster of 6 separate species, C21H52N6O22P5S in total, computed with the ωB97M-V functional and the def2-TZVPD basis.

Structure (XYZ):
```
107
C21H52N6O22P5S the ωB97M-V functional and the def2-TZVPD basis
N 0.70 -3.63 1.70
C 0.29 -4.15 0.78
O 0.16 -4.97 -0.32
N -0.35 -4.21 -1.33
N -1.67 -4.20 -1.56
C -1.99 -3.34 -2.58
N -0.79 -2.82 -2.99
C 0.23 -3.35 -2.24
N 1.52 -3.08 -2.38
C 2.61 -3.69 -1.58
C 4.04 -3.64 -2.23
O 5.06 -3.39 -1.26
N 1.81 -2.10 -3.38
C 1.91 -2.66 -4.50
S 2.47 -3.59 -5.65
H -2.38 -4.74 -1.06
H -3.01 -3.13 -2.95
H 2.67 -3.10 -0.62
H 2.41 -4.76 -1.30
H 4.18 -2.88 -3.02
H 4.22 -4.65 -2.70
H 4.78 -3.72 -0.39
C -2.57 -1.67 1.63
O -3.96 -1.80 1.36
P -4.75 -3.01 2.27
O -4.47 -4.04 1.18
O -6.22 -2.34 2.06
C -6.44 -1.14 1.33
O -5.44 -4.09 3.35
C -5.50 -5.47 3.03
H -2.16 -0.89 1.00
H -2.41 -1.40 2.68
H -2.06 -2.62 1.41
H -6.19 -1.28 0.28
H -5.88 -0.32 1.76
H -7.50 -0.90 1.40
H -4.51 -5.88 2.87
H -6.13 -5.63 2.15
H -5.95 -5.99 3.88
C 3.05 3.43 1.33
O 2.29 3.06 2.50
P 2.31 1.40 2.84
O 1.08 1.12 2.01
O 1.91 1.63 4.40
C 1.66 2.91 4.97
O 2.67 -0.20 3.24
C 1.88 -1.24 2.70
H 2.97 4.51 1.20
H 4.10 3.17 1.48
H 2.66 2.93 0.45
H 0.77 3.36 4.52
H 2.53 3.56 4.85
H 1.48 2.78 6.03
H 1.90 -1.23 1.61
H 0.85 -1.16 3.07
H 2.29 -2.19 3.05
C -9.57 -8.44 0.88
O -8.84 -7.49 0.08
P -9.49 -7.25 -1.48
O -8.65 -8.34 -2.10
O -8.77 -5.80 -1.64
C -7.92 -5.23 -0.65
O -10.41 -6.88 -2.84
C -10.23 -7.62 -4.03
H -9.07 -8.53 1.85
H -10.59 -8.10 1.03
H -9.57 -9.42 0.39
H -7.02 -5.83 -0.53
H -8.44 -5.12 0.30
H -7.62 -4.24 -0.99
H -10.44 -8.68 -3.87
H -9.22 -7.48 -4.41
H -10.94 -7.24 -4.76
C 3.92 11.20 3.20
O 3.50 9.92 2.73
P 4.77 8.90 2.24
O 4.71 9.38 0.80
O 3.88 7.55 2.42
C 2.52 7.55 2.83
O 6.12 7.90 2.08
C 6.80 7.83 0.84
H 3.04 11.77 3.49
H 4.57 11.09 4.07
H 4.45 11.74 2.41
H 1.89 8.03 2.09
H 2.40 8.02 3.81
H 2.20 6.51 2.93
H 7.17 8.81 0.55
H 6.14 7.41 0.08
H 7.65 7.16 0.97
C 3.37 3.24 -3.57
O 4.28 4.21 -3.06
P 5.89 4.01 -3.58
O 6.25 3.13 -2.40
O 6.27 5.57 -3.27
C 5.36 6.50 -2.72
O 7.35 3.88 -4.41
C 8.37 3.04 -3.90
H 2.38 3.45 -3.18
H 3.34 3.29 -4.66
H 3.67 2.23 -3.26
H 5.08 6.21 -1.71
H 4.48 6.60 -3.35
H 5.85 7.47 -2.68
H 8.03 2.01 -3.83
H 8.72 3.41 -2.93
H 9.21 3.08 -4.61
```

* charge: +1
* largest force on an atom: 9.2 eV Å⁻¹
* E_LUMO: -4.31 eV
* multiplicity: 1
* Kohn-Sham gap: 6.4 eV